1.
ORCA calculation (wB97M-V/def2-TZVPD) on a cluster of 9 separate species, C47H113Br2N7O17 in total.

E_LUMO: 0.0327 eV
Frontier orbital gap: 7.95 eV
Energy relative to the best compared isomer or geometry (same formula, charge and spin): 222.8 kcal per mole
SMILES: COCCNCCOC.COCCNCCOC.COCCNCCOC.COCCNCCOC.COCCNCCOC.COCCNCCOC.COCCNCCOC.O=C1OCCO1.BrCCBr

```
186
C47H113Br2N7O17, DFT wB97M-V/def2-TZVPD
C -0.62 2.79 5.21
O -1.57 1.81 4.96
C -2.90 1.94 5.48
C -3.73 0.72 4.96
N -5.07 0.54 5.63
C -5.67 -0.70 5.07
C -5.24 -2.02 5.67
O -4.05 -2.39 4.98
C -4.37 -3.00 3.66
H -1.17 3.70 4.97
H 0.31 2.57 4.69
H -0.36 2.77 6.27
H -3.44 2.76 5.00
H -2.96 2.01 6.57
H -3.22 -0.18 5.32
H -3.72 0.48 3.90
H -4.87 0.26 6.58
H -5.90 -0.79 4.01
H -6.67 -0.73 5.52
H -6.02 -2.73 5.42
H -4.91 -2.09 6.71
H -4.86 -3.97 3.54
H -3.41 -3.31 3.23
H -4.73 -2.33 2.87
C -4.09 2.24 -7.68
O -3.86 0.93 -8.09
C -4.92 -0.04 -7.79
C -5.07 -0.29 -6.22
N -6.06 0.65 -5.59
C -5.64 1.04 -4.31
C -5.87 -0.01 -3.21
O -7.26 -0.26 -3.11
C -8.01 0.77 -2.68
H -3.66 2.99 -8.34
H -3.83 2.37 -6.63
H -5.14 2.51 -7.80
H -4.56 -0.96 -8.24
H -5.88 0.22 -8.22
H -4.09 -0.23 -5.75
H -5.27 -1.33 -5.98
H -6.93 0.14 -5.48
H -6.28 1.87 -4.00
H -4.62 1.42 -4.30
H -5.54 0.31 -2.22
H -5.51 -1.03 -3.30
H -8.66 1.30 -3.38
H -7.47 1.51 -2.08
H -8.67 0.29 -1.96
C 8.27 1.19 6.40
O 7.20 0.52 7.20
C 5.88 0.87 6.65
C 4.78 -0.09 7.18
N 4.80 -0.28 8.63
C 4.69 0.91 9.53
C 4.86 0.43 11.00
O 6.19 0.09 11.32
C 6.80 -1.05 10.68
H 8.19 1.14 5.32
H 9.29 0.81 6.53
H 8.31 2.24 6.71
H 5.91 0.55 5.61
H 5.75 1.95 6.70
H 4.90 -0.98 6.56
H 3.79 0.34 7.05
H 5.72 -0.58 8.93
H 3.91 1.61 9.23
H 5.60 1.50 9.48
H 4.18 -0.41 11.14
H 4.58 1.15 11.77
H 7.60 -1.43 11.32
H 7.13 -0.79 9.67
H 6.08 -1.86 10.54
C 4.04 -7.05 5.50
O 3.02 -6.65 4.57
C 1.76 -6.90 5.05
C 1.32 -8.44 4.78
N 1.89 -9.41 5.77
C 1.44 -9.29 7.11
C -0.15 -9.40 7.25
O -0.66 -7.98 7.08
C -2.08 -7.83 7.01
H 4.00 -6.48 6.43
H 5.00 -6.77 5.05
H 3.90 -8.12 5.61
H 1.04 -6.25 4.55
H 1.62 -6.66 6.11
H 1.73 -8.83 3.85
H 0.24 -8.51 4.73
H 2.68 -9.99 5.51
H 1.76 -8.28 7.39
H 2.04 -10.08 7.56
H -0.37 -9.72 8.27
H -0.61 -10.11 6.56
H -2.57 -7.99 6.05
H -2.31 -6.80 7.29
H -2.69 -8.38 7.72
C -1.08 8.02 -8.31
O -0.48 8.41 -9.51
C 0.59 9.28 -9.13
C 1.89 8.88 -9.89
N 2.68 7.72 -9.44
C 2.14 6.36 -9.79
C 3.12 5.37 -9.17
O 3.15 5.23 -7.71
C 1.93 4.59 -7.29
H -0.39 7.29 -7.88
H -2.00 7.47 -8.49
H -1.11 8.68 -7.45
H 0.91 9.47 -8.10
H 0.46 10.31 -9.46
H 2.62 9.69 -9.88
H 1.68 8.73 -10.95
H 2.68 7.66 -8.43
H 2.23 6.29 -10.87
H 1.17 6.23 -9.30
H 4.06 5.79 -9.52
H 3.26 4.43 -9.71
H 2.04 3.50 -7.29
H 1.06 4.84 -7.90
H 1.64 4.96 -6.31
C -0.21 -7.42 -2.42
O -0.59 -6.46 -3.41
C -1.73 -5.56 -3.09
C -2.74 -5.07 -4.11
N -3.68 -6.08 -4.59
C -5.04 -6.03 -4.00
C -5.73 -7.33 -4.31
O -5.19 -8.47 -3.54
C -6.11 -9.67 -3.51
H 0.53 -6.97 -1.77
H 0.20 -8.28 -2.95
H -0.96 -7.73 -1.69
H -1.25 -4.66 -2.71
H -2.35 -5.80 -2.22
H -2.11 -4.96 -5.00
H -3.34 -4.24 -3.73
H -3.27 -6.95 -4.29
H -5.65 -5.15 -4.22
H -4.92 -6.17 -2.93
H -5.63 -7.55 -5.38
H -6.81 -7.26 -4.15
H -5.52 -10.54 -3.24
H -6.58 -9.83 -4.48
H -6.99 -9.54 -2.88
C 5.05 7.33 -3.08
O 5.17 6.66 -1.80
C 4.53 7.29 -0.75
C 3.11 6.67 -0.33
N 1.98 7.48 -0.82
C 0.86 6.62 -1.28
C -0.18 7.57 -1.81
O -1.19 6.84 -2.49
C -2.04 6.09 -1.68
H 5.79 6.95 -3.78
H 5.35 8.37 -2.94
H 3.99 7.27 -3.31
H 4.49 8.37 -0.86
H 5.13 6.90 0.07
H 2.96 6.55 0.74
H 3.29 5.68 -0.76
H 2.33 8.13 -1.51
H 0.50 5.95 -0.49
H 1.31 6.03 -2.07
H 0.13 8.35 -2.52
H -0.58 8.01 -0.90
H -2.68 5.57 -2.40
H -2.77 6.66 -1.11
H -1.49 5.42 -1.02
Br 4.81 -0.05 -3.20
C 6.20 1.00 -2.26
C 7.36 0.20 -2.02
Br 7.77 0.05 -0.10
H 5.84 1.47 -1.34
H 6.54 1.79 -2.94
H 8.23 0.71 -2.42
H 7.18 -0.79 -2.44
C 1.63 0.22 0.90
C 0.39 -0.68 0.92
O -0.20 -0.21 -0.34
C 0.31 0.95 -0.75
O -0.20 1.58 -1.64
O 1.36 1.22 0.03
H 2.58 -0.22 0.57
H 1.76 0.53 1.94
H -0.29 -0.67 1.77
H 0.66 -1.73 0.81
```

---

2.
ORCA calculation (wB97M-V/def2-TZVPD) on a cluster of 11 separate species, C47H117N15O11 in total.

E_LUMO: -0.1799 eV
Frontier orbital gap: 7.88 eV
Energy relative to the best compared isomer or geometry (same formula, charge and spin): 102.3 kcal per mole
SMILES: CC1(C)CCCC(C)(C)N1O.CC1(C)CCCC(C)(C)N1O.CC1(C)CCCC(C)(C)N1O.COC[C@H](C)N.COC[C@H](C)N.COC[C@H](C)N.COC[C@H](C)N.NC(N)=O.NC(N)=O.NC(N)=O.NC(N)=O

```
190
C47H117N15O11, DFT wB97M-V/def2-TZVPD
C -5.54 -1.03 2.15
C -5.37 0.37 2.83
C -3.91 0.57 3.16
C -3.01 0.95 1.95
C -3.52 2.30 1.47
C -5.00 2.19 0.96
N -5.85 1.55 2.02
O -7.20 1.62 1.75
C -5.54 3.64 0.68
C -5.06 1.40 -0.44
C -6.18 0.36 4.14
H -6.57 -1.24 1.84
H -5.40 -1.85 2.86
H -4.88 -1.16 1.30
H -3.71 1.28 3.97
H -3.55 -0.43 3.40
H -3.13 0.21 1.16
H -2.02 1.19 2.35
H -2.96 2.59 0.57
H -3.21 3.11 2.13
H -5.72 4.13 1.64
H -4.78 4.24 0.19
H -6.43 3.42 0.09
H -4.89 2.07 -1.28
H -4.28 0.63 -0.52
H -6.06 0.97 -0.55
H -5.70 -0.09 5.01
H -7.22 0.09 3.99
H -6.35 1.40 4.41
H -7.33 1.01 1.02
C -3.89 7.09 -4.02
C -2.33 7.12 -3.97
C -1.97 7.42 -2.53
C -2.09 6.19 -1.60
C -1.13 5.20 -2.11
C -1.52 4.66 -3.53
N -1.77 5.84 -4.49
O -2.27 5.53 -5.74
C -0.31 3.82 -4.08
C -2.73 3.73 -3.47
C -1.84 8.24 -4.84
H -4.31 7.67 -4.85
H -4.36 7.60 -3.18
H -4.29 6.08 -4.10
H -0.93 7.70 -2.39
H -2.42 8.37 -2.22
H -3.09 5.76 -1.55
H -1.89 6.62 -0.62
H -1.12 4.34 -1.44
H -0.14 5.67 -2.16
H -0.62 3.27 -4.97
H 0.51 4.52 -4.26
H 0.03 3.03 -3.41
H -2.89 3.22 -4.42
H -2.48 2.94 -2.77
H -3.73 4.15 -3.33
H -2.13 9.28 -4.67
H -2.25 8.05 -5.84
H -0.76 8.10 -4.84
H -3.20 5.37 -5.58
C -1.01 0.94 -1.27
C 0.22 0.18 -0.87
C 0.27 0.10 0.70
C 1.21 -0.86 1.29
C 1.10 -2.24 0.75
C 0.99 -2.32 -0.85
N 0.15 -1.21 -1.45
O 0.05 -1.27 -2.79
C 2.39 -2.27 -1.42
C 0.45 -3.69 -1.22
C 1.50 0.95 -1.34
H -0.91 1.94 -0.86
H -1.93 0.52 -0.87
H -1.13 1.09 -2.34
H 0.57 1.05 1.13
H -0.70 -0.16 1.13
H 1.01 -1.05 2.34
H 2.24 -0.55 1.10
H 0.16 -2.59 1.17
H 1.99 -2.74 1.13
H 2.33 -2.19 -2.51
H 2.96 -1.42 -1.06
H 3.05 -3.06 -1.06
H 0.76 -4.44 -0.49
H -0.64 -3.76 -1.21
H 0.89 -4.06 -2.15
H 1.33 1.98 -1.03
H 1.53 1.03 -2.43
H 2.51 0.65 -1.04
H -0.79 -1.73 -2.86
C 0.17 -3.27 5.85
O 0.49 -3.28 6.99
N -0.66 -4.07 5.30
N 0.83 -2.50 5.02
H -1.29 -4.25 6.07
H -0.90 -3.84 4.35
H 0.61 -2.48 4.03
H 1.63 -2.00 5.40
C -2.41 -3.54 2.15
O -2.23 -2.91 3.19
N -2.79 -3.00 1.00
N -2.41 -4.85 1.98
H -2.94 -2.01 0.94
H -3.18 -3.54 0.23
H -2.24 -5.51 2.73
H -2.57 -5.23 1.06
C -4.16 -0.62 -3.41
O -3.48 -1.60 -3.04
N -5.37 -0.52 -3.11
N -3.78 0.46 -4.09
H -5.89 0.34 -3.20
H -5.65 -1.18 -2.40
H -2.86 0.57 -4.49
H -4.45 1.14 -4.43
C 1.24 -0.63 -6.56
O 1.87 -1.59 -6.19
N 1.01 -0.32 -7.80
N 0.93 0.23 -5.60
H 0.57 0.54 -8.10
H 1.26 -0.98 -8.52
H 0.16 0.87 -5.73
H 1.15 0.03 -4.64
C 0.66 1.53 4.72
C 1.14 2.95 4.87
C 0.67 4.01 3.77
O 0.83 3.43 2.53
C 0.41 4.29 1.42
N 0.81 3.40 6.18
H 0.95 0.91 5.57
H 1.04 0.99 3.86
H -0.41 1.47 4.53
H 2.21 2.92 4.67
H 1.20 4.95 3.87
H -0.41 4.03 3.91
H 0.79 3.99 0.44
H 0.82 5.30 1.51
H -0.68 4.35 1.43
H -0.16 3.14 6.27
H 1.14 2.76 6.89
C 4.35 1.72 -5.12
C 4.45 1.53 -3.59
C 4.58 0.03 -3.07
O 5.56 -0.69 -3.80
C 5.49 -2.10 -3.79
N 5.52 2.22 -2.96
H 4.42 2.77 -5.40
H 3.46 1.25 -5.53
H 5.09 1.13 -5.67
H 3.51 1.95 -3.24
H 3.65 -0.47 -3.38
H 4.62 -0.07 -1.99
H 5.33 -2.59 -2.82
H 6.51 -2.38 -4.04
H 4.82 -2.48 -4.56
H 6.33 1.70 -3.24
H 5.49 3.14 -3.38
C 5.33 -4.22 0.85
C 5.71 -3.39 2.08
C 4.59 -2.40 2.35
O 4.86 -1.40 3.35
C 3.88 -0.36 3.44
N 5.56 -4.41 3.07
H 4.32 -4.64 0.86
H 5.93 -5.12 0.71
H 5.34 -3.62 -0.05
H 6.71 -2.95 2.05
H 3.63 -2.90 2.50
H 4.46 -1.82 1.43
H 3.13 -0.67 4.16
H 3.41 0.04 2.54
H 4.39 0.50 3.88
H 4.72 -4.96 2.95
H 5.39 -4.12 4.02
C 4.57 -9.04 2.01
C 4.48 -8.56 3.45
C 3.17 -7.87 3.81
O 3.10 -6.65 3.15
C 1.91 -5.96 3.43
N 4.76 -9.65 4.36
H 3.74 -9.69 1.76
H 5.50 -9.60 1.88
H 4.56 -8.19 1.33
H 5.30 -7.87 3.66
H 3.06 -7.78 4.89
H 2.33 -8.48 3.47
H 0.94 -6.28 3.04
H 1.96 -4.99 2.94
H 1.76 -5.81 4.50
H 5.60 -10.18 4.17
H 4.78 -9.36 5.32
```

---

> Which of these has the highest frontier orbital gap?

C47H113Br2N7O17